C16H20Cl24O4 | ωB97M-V/def2-TZVPD

```
64
Properties=species:S:1:pos:R:3:forces:R:3:mulliken_charge:R:1
C 14.986 5.483 12.479 0.08 -0.34 0.68 -0.184
Cl 13.572 4.586 13.086 -0.02 0.47 0.00 -0.125
Cl 16.097 5.951 13.731 0.46 -0.12 1.23 -0.092
Cl 14.625 6.949 11.633 -0.69 0.13 -0.95 -0.005
H 15.528 4.749 11.929 0.10 -0.08 -1.00 0.428
C 5.565 10.238 15.595 -0.87 -1.00 0.55 0.038
Cl 6.188 11.535 16.590 -0.06 0.22 -0.02 -0.121
Cl 6.108 8.659 16.258 -0.10 0.24 -0.06 -0.133
Cl 6.033 10.359 13.937 0.29 0.27 -0.70 -0.074
H 4.459 10.207 15.623 0.79 0.25 0.19 0.292
C 9.312 10.728 9.658 -0.63 0.32 -0.65 0.683
Cl 7.560 10.488 9.289 0.65 0.49 0.08 -0.165
Cl 9.688 11.980 10.791 -0.50 0.84 0.31 -0.110
Cl 10.282 10.979 8.189 -0.35 -0.36 0.17 -0.127
H 9.576 9.848 10.166 0.65 -1.16 0.09 -0.286
C 16.171 11.388 13.724 0.46 0.02 -0.17 0.811
Cl 17.556 12.450 13.403 -0.15 -0.32 -0.05 -0.144
Cl 15.182 12.054 14.972 -0.65 0.54 0.78 -0.138
Cl 16.643 9.758 14.165 0.38 -0.34 -0.07 -0.094
H 15.563 11.314 12.846 -0.12 0.07 -0.57 -0.500
C 13.502 11.529 9.914 -1.39 1.01 0.63 1.193
Cl 13.664 12.522 8.493 0.18 0.03 -0.65 -0.149
Cl 13.458 12.638 11.328 -0.06 -0.21 0.05 -0.165
Cl 14.729 10.372 10.117 1.21 -1.00 -0.03 -0.122
H 12.546 11.007 9.891 0.19 0.25 0.04 -0.870
C 15.572 6.566 18.189 0.32 0.38 0.34 0.092
Cl 16.931 5.455 18.397 -0.31 -0.33 -0.25 -0.138
Cl 14.167 5.989 17.339 -0.37 -0.85 -0.18 -0.089
Cl 16.133 7.975 17.282 0.24 0.42 0.23 -0.097
H 15.242 6.811 19.196 0.04 0.44 -0.19 0.226
C 7.006 5.297 12.600 -0.67 0.19 0.22 -0.041
Cl 8.619 4.927 13.215 -0.13 -0.01 -0.34 -0.095
Cl 6.855 7.017 12.175 0.14 -0.28 0.06 -0.065
Cl 5.787 4.861 13.830 0.21 0.10 -0.20 -0.132
H 6.737 4.723 11.711 0.52 0.06 0.24 0.323
C 10.867 7.058 8.675 0.08 0.92 -0.70 0.841
Cl 10.257 6.153 10.031 -0.18 -0.57 0.08 -0.059
Cl 9.715 7.190 7.307 0.11 -0.16 0.62 -0.139
Cl 12.411 6.469 8.032 -0.20 -0.03 0.42 -0.126
H 11.006 8.063 9.071 0.21 -0.07 -0.33 -0.508
O 13.528 7.930 20.305 -0.60 0.40 -0.21 -0.606
C 12.900 8.835 19.805 2.09 0.23 -1.05 0.561
O 11.642 9.091 20.053 -1.70 -0.74 0.85 -0.358
C 11.119 10.255 19.436 -0.03 1.55 0.87 -0.410
C 12.317 10.958 18.806 1.69 -0.18 0.11 -0.471
C 13.426 9.864 18.772 -0.76 -0.69 0.48 0.210
H 10.652 10.875 20.242 0.54 -0.48 -0.50 0.238
H 10.302 10.060 18.770 -0.17 -0.75 -0.59 0.299
H 12.664 11.762 19.463 -0.12 -0.07 -0.10 0.273
H 12.218 11.382 17.819 -0.61 0.10 -0.22 0.345
H 14.430 10.158 19.060 -0.04 0.28 0.03 0.285
H 13.532 9.322 17.816 -0.24 0.32 0.24 -0.363
O 11.530 9.724 11.282 0.57 -1.14 1.35 -0.136
C 11.890 9.199 12.337 -0.32 1.20 -1.22 0.086
O 12.978 9.602 12.979 0.20 -0.11 0.35 -0.104
C 13.221 8.840 14.243 0.18 -0.44 -2.30 0.202
C 11.942 8.003 14.425 -0.24 -0.40 0.70 -0.143
C 11.246 8.071 13.056 -0.43 0.00 0.41 -0.028
H 13.529 9.659 14.890 -0.24 -0.62 0.66 -0.053
H 14.048 8.150 13.979 -0.16 0.68 0.56 -0.285
H 11.262 8.529 15.137 0.55 -0.83 -0.18 0.272
H 12.175 6.923 14.718 -0.37 1.66 -0.06 0.167
H 10.172 8.191 13.175 -0.09 0.35 -0.14 0.277
H 11.319 7.241 12.373 0.45 -0.78 0.07 -0.093
```
Forces are in eV/Å.

Calculated values
Spin multiplicity: 1
Highest occupied orbital energy, eV: -10.5
Orbital gap, eV: 10.6



C6H7N | ωB97M-V/def2-TZVPD

```
14
Properties=species:S:1:pos:R:3:forces:R:3:mulliken_charge:R:1
N -2.279 -0.376 -0.198 -0.38 0.04 -0.21 -0.539
C -0.903 -0.174 -0.092 -0.42 0.88 -0.09 0.645
C -0.356 0.260 1.121 0.27 0.00 -0.03 -0.385
C 1.018 0.282 1.295 -0.36 1.23 -0.72 -0.505
C 1.845 0.200 0.164 -0.03 -0.56 0.78 -0.470
C 1.259 0.135 -1.082 0.09 -0.66 -0.33 -0.343
C -0.101 -0.129 -1.230 0.44 -0.41 0.39 -0.487
H -2.842 -0.220 0.622 0.25 -0.17 0.11 0.196
H -2.595 -1.165 -0.735 0.10 0.07 -0.10 0.234
H -1.014 0.705 1.858 -0.08 -0.61 0.38 0.290
H 1.407 0.670 2.227 0.19 -0.46 0.17 0.335
H 2.910 0.058 0.300 0.06 0.64 -0.18 0.361
H 1.887 0.233 -1.958 0.00 -0.26 -0.10 0.347
H -0.505 -0.381 -2.201 -0.13 0.28 -0.05 0.320
```
Forces are in eV/Å.

Calculated values
Spin multiplicity: 1
Highest occupied orbital energy, eV: -8.0
Orbital gap, eV: 9.1
SMILES: Nc1ccccc1
Relative energy (zero: lowest compared OMol25 entry of this formula, charge and spin), kcal/mol: 10.0



C5H12CeO3 | ωB97M-V/def2-TZVPD

```
21
Properties=species:S:1:pos:R:3:forces:R:3:mulliken_charge:R:1
H 0.897 3.473 3.019 0.00 -0.03 -0.06 0.037
C 3.062 0.069 -0.843 1.84 -3.07 0.71 -0.409
O 2.569 1.334 -1.152 4.24 -0.56 -1.96 -0.274
C 1.957 -0.984 -0.870 0.13 -0.31 -0.49 -0.452
O 0.854 -0.449 -0.111 0.87 0.85 -0.33 -0.318
C -0.336 -1.229 -0.121 -0.39 -0.92 0.95 -0.460
C -1.370 -0.477 0.682 -0.82 -0.24 0.60 -0.781
O -2.093 0.340 -0.209 1.03 0.19 -0.37 -0.327
C -3.267 0.902 0.345 -0.55 0.22 0.69 -0.768
Ce 0.935 1.857 -0.601 -6.21 2.57 1.92 1.643
H 3.531 0.053 0.161 -0.15 0.36 -0.48 0.353
H 3.834 -0.261 -1.562 -0.27 0.46 0.25 0.358
H 2.267 -1.932 -0.409 0.15 0.28 -0.24 0.404
H 1.612 -1.166 -1.900 0.09 -0.09 0.23 0.344
H -0.134 -2.203 0.347 0.18 0.28 -0.01 0.389
H -0.638 -1.445 -1.157 -0.23 0.35 0.30 0.387
H -1.112 0.166 1.541 1.35 0.00 -0.22 0.414
H -1.918 -1.204 1.296 -0.88 -0.23 -0.87 0.527
H -3.498 1.788 -0.256 -0.57 -0.67 -0.09 0.258
H -4.004 0.088 0.427 -0.25 0.69 -0.45 0.324
H -3.146 1.279 1.373 0.45 -0.14 -0.08 0.353
```
Forces are in eV/Å.

Calculated values
⟨S²⟩: 2.001
Spin multiplicity: 3
Highest occupied orbital energy (alpha / beta), eV: -17.3 / -17.3
Charge: +2
Orbital gap (alpha / beta), eV: 8.7 / 8.6
Relative energy (zero: lowest compared OMol25 entry of this formula, charge and spin), kcal/mol: 16.4



C2H4FNO3 | ωB97M-V/def2-TZVPD

```
11
Properties=species:S:1:pos:R:3:forces:R:3:mulliken_charge:R:1
C 1.791 -0.570 -0.013 1.33 1.08 1.73 -0.822
C 0.737 0.516 0.137 1.50 -1.37 -0.18 0.689
N -1.959 -0.382 -0.058 0.39 1.97 0.95 0.331
O -2.559 -1.308 -0.519 -0.51 -2.24 -0.51 -0.365
O -2.540 0.826 -0.414 -1.20 0.67 -1.30 -0.349
O 0.290 1.162 -0.723 -0.75 1.22 -0.59 -0.414
F 0.387 0.701 1.447 -0.04 -0.04 -0.48 -0.265
H 2.234 -0.599 1.016 0.23 -0.19 -1.05 0.295
H 1.388 -1.535 -0.152 -0.95 -0.98 -0.25 0.272
H 2.576 -0.437 -0.808 -1.06 0.44 0.82 0.277
H -2.345 1.625 0.086 1.06 -0.57 0.86 0.352
```
Forces are in eV/Å.

Calculated values
⟨S²⟩: 2.009
Spin multiplicity: 3
Highest occupied orbital energy (alpha / beta), eV: -8.1 / -11.5
Orbital gap (alpha / beta), eV: 9.0 / 9.3
Relative energy (zero: lowest compared OMol25 entry of this formula, charge and spin), kcal/mol: 0.0



C28H42Cl3N5O2Ti | ωB97M-V/def2-TZVPD

```
81
Properties=species:S:1:pos:R:3:forces:R:3:mulliken_charge:R:1
Ti -0.158 0.502 -0.352 -0.05 0.31 0.16 -0.545
C 2.565 -0.394 3.854 0.04 0.04 0.05 -1.429
C 1.671 -1.304 3.005 -0.01 0.04 -0.05 1.463
C 1.194 -2.478 3.857 -0.02 -0.08 0.06 -1.884
C 2.409 -1.733 1.749 0.09 -0.07 -0.03 0.442
C 3.203 -2.874 1.760 0.01 -0.03 0.02 -0.853
C 3.984 -3.215 0.667 -0.02 0.02 0.02 -1.667
C 4.000 -2.410 -0.458 -0.04 0.04 -0.02 -0.686
C 3.213 -1.263 -0.533 0.12 -0.17 0.01 0.579
C 3.317 -0.358 -1.745 -0.06 -0.01 0.02 1.276
C 3.364 -1.132 -3.060 0.01 -0.08 -0.07 -1.586
C 4.539 0.556 -1.620 0.07 0.01 0.01 -1.498
C 2.418 -0.966 0.577 -0.15 0.13 0.07 -0.261
N 1.579 0.219 0.519 0.13 0.07 0.18 2.382
C 2.095 1.386 0.922 -0.09 -0.08 -0.03 -0.736
C 1.324 2.528 0.819 0.01 -0.07 -0.06 -0.138
C 1.570 3.871 1.083 0.02 -0.01 0.01 -1.549
C 0.447 4.572 0.659 -0.01 0.03 0.00 -0.626
C -0.468 3.658 0.134 -0.06 -0.04 -0.02 -0.318
N 0.037 2.391 0.230 0.10 -0.12 -0.09 0.810
C -1.826 3.949 -0.445 0.01 0.03 0.00 2.321
C -1.943 5.435 -0.794 -0.06 0.03 -0.02 -2.184
C -2.039 3.138 -1.725 -0.01 -0.08 -0.07 -0.937
C -2.898 3.603 0.602 -0.05 -0.03 0.03 -1.469
H 2.068 -0.119 4.784 -0.02 -0.02 -0.01 0.447
H 2.835 0.529 3.341 0.00 0.02 -0.02 0.254
H 3.494 -0.908 4.106 -0.01 -0.01 0.01 0.358
H 0.790 -0.724 2.708 0.01 0.03 -0.01 -0.434
H 2.024 -2.966 4.370 0.01 0.04 -0.01 0.485
H 0.687 -3.244 3.270 -0.01 0.01 -0.01 0.396
H 0.514 -2.123 4.632 -0.01 -0.01 -0.01 0.412
H 3.224 -3.500 2.642 0.01 0.01 -0.03 0.422
H 4.597 -4.105 0.702 0.00 0.00 0.00 0.427
H 4.639 -2.672 -1.291 -0.01 -0.01 0.02 0.414
H 2.437 0.288 -1.781 -0.04 0.04 0.01 -0.408
H 4.308 -1.665 -3.179 0.01 0.04 0.01 0.471
H 3.272 -0.449 -3.906 0.01 0.01 0.01 0.348
H 2.570 -1.879 -3.129 0.01 0.04 0.02 0.245
H 5.455 -0.037 -1.583 -0.02 -0.01 -0.01 0.382
H 4.512 1.162 -0.712 -0.02 0.01 0.00 0.281
H 4.607 1.228 -2.476 0.00 0.00 0.00 0.425
H 3.115 1.409 1.289 0.01 0.03 0.04 0.891
H 2.467 4.278 1.523 0.00 -0.01 0.00 0.567
H 0.303 5.639 0.710 0.01 -0.02 0.00 0.539
H -1.184 5.739 -1.516 0.01 0.00 0.01 0.451
H -1.863 6.065 0.092 0.02 0.00 0.00 0.453
H -2.921 5.625 -1.237 0.01 0.00 0.00 0.455
H -1.298 3.376 -2.489 0.00 0.05 0.01 0.406
H -3.031 3.341 -2.130 0.03 0.04 -0.02 0.499
H -1.994 2.056 -1.566 0.02 -0.05 0.07 -0.238
H -2.844 4.278 1.456 0.02 0.01 -0.01 0.437
H -2.793 2.591 1.001 0.02 -0.02 -0.02 0.266
H -3.891 3.700 0.159 0.01 0.02 0.01 0.425
C -2.654 -3.572 -0.120 0.03 0.11 0.00 -1.232
N -2.248 -2.302 0.491 -0.14 -0.05 -0.05 0.387
C -1.150 -2.401 1.444 0.03 -0.05 0.00 -1.494
C -2.744 -1.132 0.102 0.13 0.05 0.11 0.376
N -1.955 -0.019 0.192 0.32 0.18 -0.13 0.654
N -3.989 -1.023 -0.363 -0.08 -0.06 0.02 0.142
C -5.077 -1.891 0.104 0.04 -0.01 -0.04 -1.237
C -4.420 0.128 -1.149 0.01 0.01 0.03 -1.159
H -1.744 -4.107 -0.392 -0.01 -0.02 -0.01 0.371
H -3.226 -3.382 -1.023 -0.01 -0.03 -0.01 0.450
H -3.233 -4.181 0.572 0.00 -0.01 -0.01 0.328
H -1.303 -3.305 2.030 -0.01 0.02 0.03 0.526
H -1.158 -1.549 2.118 -0.01 0.01 0.00 0.383
H -0.185 -2.480 0.937 -0.01 -0.02 0.03 0.433
H -2.490 0.849 0.185 -0.24 -0.12 0.18 -0.287
H -4.747 -2.484 0.951 -0.01 0.00 0.01 0.415
H -5.430 -2.547 -0.691 0.00 0.00 0.01 0.375
H -5.899 -1.254 0.427 -0.01 -0.01 -0.01 0.419
H -3.593 0.525 -1.731 0.01 -0.01 -0.04 0.345
H -4.841 0.910 -0.511 0.00 0.00 -0.01 0.384
H -5.192 -0.200 -1.843 -0.01 0.00 0.01 0.382
Cl -2.215 -1.643 -3.523 -0.10 0.01 0.01 -0.104
C -0.429 -1.632 -3.554 0.09 0.04 0.05 1.066
Cl 0.152 -0.780 -4.962 0.03 -0.04 0.01 -0.044
Cl 0.190 -3.264 -3.456 -0.03 -0.04 -0.03 -0.056
C -0.090 -0.865 -2.276 -0.03 0.18 -0.06 -0.052
O -0.072 0.429 -2.283 -0.10 -0.01 -0.22 -0.438
O 0.048 -1.421 -1.170 0.07 -0.26 -0.11 -0.313
```
Forces are in eV/Å.

Calculated values
Spin multiplicity: 1
Highest occupied orbital energy, eV: -14.0
Charge: +2
Orbital gap, eV: 6.5
Relative energy (zero: lowest compared OMol25 entry of this formula, charge and spin), kcal/mol: 0.0



no.,total energy (hartree)
1,-11967.21085
2,-287.57129
3,-897.78071
4,-458.76434
5,-3746.04986